[1]
{
  "formula": "H22N2O19S3",
  "method": "ωB97M-V/def2-TZVPD",
  "e_tot_ev": -74743.349,
  "charge": -4,
  "largest_force_ha_per_bohr": 0.0552,
  "e_above_lowest_kcal_mol": 0.00,
  "species": ["N", "H", "H", "H", "H", "N", "H", "H", "H", "H", "S", "O", "O", "O", "O", "S", "O", "O", "O", "O", "S", "O", "O", "O", "O", "O", "H", "H", "O", "H", "H", "O", "H", "H", "O", "H", "H", "O", "H", "H", "O", "H", "H", "O", "H", "H"],
  "coordinates": [[22.288047, -12.735121, 13.198730], [22.489564, -12.510856, 14.205789], [21.238977, -12.711557, 13.105624], [22.730211, -13.608727, 12.954978], [22.625332, -11.921292, 12.692113], [20.183353, -11.184084, 16.767748], [21.118832, -11.449029, 16.375994], [19.854807, -10.185117, 16.599697], [20.252067, -11.403694, 17.755243], [19.539654, -11.897243, 16.361787], [21.258166, -7.738405, 16.207454], [21.935754, -8.185578, 14.989924], [20.867147, -6.331698, 15.947966], [20.045104, -8.552843, 16.457749], [22.085172, -7.748796, 17.429997], [23.330739, -12.534833, 16.660636], [23.923351, -13.770637, 16.085027], [22.554432, -11.767406, 15.655525], [22.366527, -12.957795, 17.700573], [24.351140, -11.678653, 17.282705], [19.085065, -13.644000, 14.392034], [18.396017, -12.858559, 15.458410], [19.590060, -12.672345, 13.415265], [20.191787, -14.452313, 14.910484], [18.150289, -14.467294, 13.656974], [22.641765, -12.537023, 20.290514], [21.858865, -12.081357, 20.608060], [22.540154, -12.528339, 19.296409], [17.512038, -8.491740, 17.158699], [17.573935, -7.946913, 17.944607], [18.457769, -8.580756, 16.852499], [17.750798, -13.472389, 18.029945], [17.818514, -13.243710, 17.071150], [18.560281, -14.004565, 18.209177], [20.411882, -9.552513, 13.218593], [20.347970, -10.460973, 13.545584], [21.083797, -9.110945, 13.799780], [19.803320, -10.446001, 19.443566], [20.231927, -9.631019, 19.732293], [19.324610, -10.763036, 20.215355], [16.632800, -11.099959, 14.315838], [17.309683, -11.685433, 14.733387], [16.166467, -10.711017, 15.059959], [20.201225, -14.444300, 17.664541], [20.141253, -14.747479, 16.742033], [21.065599, -13.957023, 17.701087]],
  "forces_ev_per_angstrom": [[0.0, 0.8, -0.2], [-0.1, 0.2, 1.1], [-0.8, -0.6, 0.4], [-0.1, 0.0, -0.1], [0.3, -0.2, -0.2], [-0.6, -1.0, -0.2], [-0.2, 0.9, -0.2], [1.1, -0.7, 0.1], [-0.1, 0.3, 0.1], [0.0, 0.5, 0.1], [0.4, 2.7, 0.6], [0.9, -1.2, -0.5], [-0.7, 0.6, 0.1], [-1.1, -0.8, 0.0], [0.3, -0.6, -0.1], [2.1, -0.7, 1.1], [-0.1, 0.6, -0.7], [0.1, -0.1, -1.4], [-0.8, 0.0, 1.0], [-0.1, -0.3, -0.5], [-0.3, -0.4, -1.0], [-0.1, -0.2, 0.4], [1.7, 1.7, -1.0], [0.5, -0.2, 0.6], [-1.5, -1.3, -0.1], [-0.1, 0.1, 0.3], [-0.1, 0.1, -0.2], [0.2, -0.3, 0.1], [-0.4, -0.2, 0.0], [0.2, 0.0, 0.0], [-0.1, 0.5, 0.0], [-0.5, -0.2, 0.3], [0.3, -0.3, 0.5], [-0.2, 0.6, -0.6], [0.6, -0.3, -0.4], [-0.4, 0.1, 0.1], [-0.4, 0.1, 0.2], [0.0, 0.1, 0.7], [0.2, 0.0, -0.4], [-0.1, -0.1, -0.1], [-0.3, -0.1, 0.0], [-0.1, 0.0, -0.2], [0.2, 0.1, 0.1], [0.4, -0.6, 0.5], [0.0, 0.4, -0.2], [-0.3, -0.1, -0.2]]
}


[2]
{
  "formula": "H22N3O9S",
  "method": "ωB97M-V/def2-TZVPD",
  "e_tot_ev": -34076.487,
  "charge": 1,
  "largest_force_ha_per_bohr": 0.0872,
  "e_above_lowest_kcal_mol": 169.46,
  "species": ["N", "H", "H", "H", "H", "N", "H", "H", "H", "H", "N", "H", "H", "H", "H", "S", "O", "O", "O", "O", "O", "H", "H", "O", "H", "H", "O", "H", "H", "O", "H", "H", "O", "H", "H"],
  "coordinates": [[0.059188, 4.776583, 1.246267], [-0.894122, 4.643033, 1.551997], [0.626378, 3.941663, 1.282537], [0.489738, 5.561073, 1.714547], [-0.015732, 4.965513, 0.256927], [-4.014602, -1.344857, -3.755863], [-3.883292, -0.972557, -2.826203], [-4.260082, -2.324567, -3.755153], [-3.200502, -1.274957, -4.349543], [-4.792792, -0.813837, -4.119953], [0.447618, -0.727927, 0.049107], [1.167558, -0.031677, 0.179587], [-0.138372, -0.759737, 0.871117], [0.643068, -1.612727, -0.397023], [-0.148402, -0.296097, -0.642543], [4.545138, 1.740303, 1.302097], [4.772288, 1.215173, 2.630507], [3.135228, 1.938533, 1.052337], [5.317928, 2.983243, 1.216937], [5.110758, 0.839693, 0.281597], [-1.194312, 1.845573, -2.622613], [-0.947642, 1.505853, -3.482833], [-1.193382, 2.796623, -2.730903], [-0.952232, 0.009913, 4.046557], [-1.254882, -0.397587, 4.858087], [-0.076602, 0.336283, 4.253937], [3.227818, -2.035237, 3.192067], [3.478578, -1.111797, 3.216697], [3.831428, -2.431157, 2.563477], [-3.436652, -3.538477, 0.196507], [-4.255182, -3.378307, 0.666187], [-3.016182, -4.248097, 0.682177], [0.301808, -3.611777, -2.655963], [0.229378, -3.664477, -3.608953], [0.291068, -4.523207, -2.363703]],
  "forces_ev_per_angstrom": [[-0.4, 0.1, -0.9], [-0.2, -0.3, 0.6], [0.7, -0.8, 0.7], [0.4, 0.3, 0.3], [0.2, 0.5, -0.6], [-0.5, -0.1, -0.2], [0.6, -0.1, 0.7], [-0.3, -0.7, 0.4], [0.6, 0.5, -0.2], [-0.4, 0.3, -0.7], [-1.5, 1.0, -0.8], [1.8, 0.0, 0.4], [0.1, -0.6, 0.8], [1.0, -0.6, 0.5], [-0.5, 0.5, -0.5], [4.2, 0.0, -0.5], [-0.7, -1.4, 1.9], [-4.4, 0.6, -0.7], [-0.5, 1.4, -0.3], [-0.5, -0.9, -0.6], [-0.3, -0.4, 0.4], [0.3, 0.0, -0.3], [0.0, 0.3, -0.1], [-0.2, 0.1, -0.5], [-0.1, -0.1, 0.2], [0.4, 0.0, 0.1], [-0.7, -0.4, 0.0], [0.5, 0.7, -0.1], [0.3, 0.1, -0.1], [0.1, 0.3, -0.4], [-0.2, 0.0, 0.2], [0.1, -0.2, 0.1], [-0.3, 0.4, 0.2], [0.2, 0.0, -0.3], [0.1, -0.3, 0.1]]
}


[3]
{
  "formula": "H22Na3O15S",
  "method": "ωB97M-V/def2-TZVPD",
  "e_tot_ev": -55126.192,
  "charge": 1,
  "largest_force_ha_per_bohr": 0.3115,
  "e_above_lowest_kcal_mol": 657.09,
  "species": ["Na", "Na", "Na", "S", "O", "O", "O", "O", "O", "H", "H", "O", "H", "H", "O", "H", "H", "O", "H", "H", "O", "H", "H", "O", "H", "H", "O", "H", "H", "O", "H", "H", "O", "H", "H", "O", "H", "H", "O", "H", "H"],
  "coordinates": [[2.462859, 1.126134, 1.387392], [-1.612451, -1.279346, 1.159882], [2.093939, 0.747624, -1.251298], [0.180849, -0.247876, -0.194988], [0.154079, -1.348936, 0.777032], [1.142299, 0.772254, 0.336392], [0.627959, -0.816416, -1.450048], [-1.202561, 0.237234, -0.325318], [-2.532441, 1.524704, 1.325252], [-1.922161, 1.125384, 1.945212], [-2.543851, 0.924714, 0.579522], [0.961799, -0.377886, -3.208698], [0.619759, -0.842036, -2.444618], [0.184369, -0.147316, -3.717288], [-0.454311, 1.908774, -2.525218], [-0.313101, 1.036044, -2.158308], [-0.841251, 2.410904, -1.808018], [-1.869941, -0.487416, -2.300128], [-2.640841, -0.570456, -1.738838], [-1.150091, -0.310436, -1.694548], [1.881239, -2.438906, -0.255338], [2.466819, -1.747416, -0.563828], [1.121239, -1.972356, 0.092472], [1.564289, -0.849416, 1.988302], [1.013189, -1.025236, 1.225672], [0.947459, -0.610506, 2.680172], [0.253889, 1.469474, 1.943932], [0.446239, 0.957324, 1.158472], [-0.366871, 0.931394, 2.435222], [0.756889, -2.853006, 2.553362], [1.279789, -2.213406, 2.069922], [-0.058521, -2.393686, 2.754262], [-1.491831, 2.199704, -0.646598], [-1.579991, 2.497134, 0.258932], [-1.299121, 1.264884, -0.574468], [-0.570411, -2.739296, -1.052748], [-0.139201, -1.885896, -1.008048], [-0.286031, -3.193706, -0.259728], [1.289999, 3.113454, 0.781522], [0.828399, 2.367254, 1.164082], [0.597649, 3.736574, 0.561072]],
  "forces_ev_per_angstrom": [[5.5, 1.8, 4.8], [-5.5, -1.6, 1.4], [3.0, 1.6, -5.4], [-1.4, 1.0, -2.6], [-8.0, -0.1, -4.8], [-2.7, -5.8, -10.8], [0.1, 2.0, 15.9], [4.0, -9.1, 5.2], [-1.4, -0.8, 2.0], [-0.3, 0.4, 0.4], [-0.8, 0.5, 0.0], [2.2, 2.3, -8.0], [-0.4, -1.0, -8.3], [0.1, 0.3, -1.0], [2.8, -0.6, -3.0], [-0.1, 0.5, -1.1], [-0.3, 0.9, 0.1], [-0.5, -0.8, -1.9], [-0.3, -0.1, -0.3], [-2.1, -0.8, -2.5], [2.4, -1.0, 0.0], [0.6, -0.6, -0.3], [1.9, -2.6, -0.7], [8.4, 4.6, 6.4], [3.6, 0.5, 2.7], [0.6, 0.0, 0.6], [-4.8, 0.4, 8.1], [-1.4, 0.8, 2.3], [0.1, 0.7, 1.2], [-1.6, -3.2, 1.0], [1.0, -0.9, 0.8], [-0.1, -0.4, 0.6], [-1.8, 7.1, 1.3], [-0.3, 0.7, -0.2], [-0.8, 4.5, -1.3], [-2.3, -1.4, 0.4], [-0.9, -3.2, -1.4], [0.1, -0.9, -0.3], [1.8, 1.3, -1.1], [-0.6, 2.5, 0.1], [0.1, 0.4, -0.2]]
}